15
Properties=species:S:1:pos:R:3:forces:R:3 method="wB97M-V/def2-TZVPD" relative_energy_kcal_mol=199.9 energy_ev=-7823.6506
C -1.307 1.218 -1.204 -0.258 -2.215 -0.474
C 0.070 0.624 -0.826 -2.594 2.223 3.737
C 0.240 0.135 0.460 -0.075 -0.604 -1.376
C -0.639 -0.806 1.038 2.419 -1.591 2.871
O 0.616 -2.019 1.895 0.879 0.814 -1.385
N 0.995 1.295 -1.547 0.556 -0.585 -1.972
H -2.067 0.452 -1.047 -0.292 0.154 0.294
H -1.338 1.437 -2.267 0.086 0.436 0.014
H -1.489 2.066 -0.562 0.017 0.200 -0.101
H 0.477 0.117 -1.886 2.377 1.181 -1.166
H 1.204 0.256 0.944 -0.183 0.048 0.274
H -0.802 -0.726 2.108 -1.122 0.256 -0.322
H -0.884 -1.746 0.559 -1.394 0.596 -0.527
H 1.918 1.240 -1.120 0.315 -0.791 -0.210
H 1.063 -2.649 2.467 -0.730 -0.122 0.342



15
Properties=species:S:1:pos:R:3:forces:R:3 method="wB97M-V/def2-TZVPD" smiles="C=CN.C=CO" relative_energy_kcal_mol=76.6 energy_ev=-7828.9971
C -1.903 -0.892 -0.423 -2.525 0.170 0.938
C -2.303 0.386 -0.105 0.295 -2.726 1.593
N -1.463 1.462 -0.111 -0.165 2.066 0.200
H -1.002 -1.239 -0.895 0.410 0.539 -0.067
H -2.597 -1.723 -0.125 0.529 0.978 -0.679
H -3.304 0.533 0.499 2.114 -0.185 -1.537
H -0.511 1.508 -0.478 -0.761 -0.714 0.255
H -1.649 2.138 0.626 0.182 -0.163 -0.635
C 2.177 -0.208 -1.028 -1.208 2.402 0.538
C 1.929 -0.760 0.170 0.766 0.625 -0.178
O 1.556 -0.072 1.304 -1.234 0.592 -0.407
H 2.704 -0.676 -1.828 0.008 -0.744 -0.172
H 1.854 0.896 -1.316 0.780 -2.342 1.130
H 2.149 -1.754 0.515 0.347 -0.748 -0.963
H 0.753 -0.502 1.656 0.462 0.252 -0.015



15
Properties=species:S:1:pos:R:3:forces:R:3 method="wB97M-V/def2-TZVPD" smiles="CC(C)NC=O" relative_energy_kcal_mol=33.6 energy_ev=-7830.8641
C -0.937 -0.067 1.086 -0.091 -0.118 0.079
C -0.148 -0.402 -0.192 0.021 -0.057 0.065
C -0.871 -0.478 -1.539 0.008 0.054 0.092
N 0.781 0.740 -0.189 0.280 -0.047 -0.148
C 1.761 0.656 0.832 0.455 -0.184 0.021
O 2.383 -0.338 1.113 -0.409 0.381 0.009
H -1.563 0.811 0.892 0.106 -0.165 0.197
H -0.161 0.193 1.822 -0.625 0.033 0.005
H -1.518 -0.851 1.569 -0.171 -0.237 -0.433
H 0.382 -1.354 -0.051 0.035 0.195 -0.014
H -0.126 -0.641 -2.332 -0.145 0.043 0.171
H -1.416 0.441 -1.781 0.064 -0.087 0.167
H -1.572 -1.319 -1.595 0.111 0.168 0.196
H 1.153 1.038 -1.079 0.052 -0.029 -0.106
H 1.851 1.572 1.444 0.309 0.048 -0.300